{
  "formula": "C33H34Cl2GeN2O7SSeTl",
  "method": "wB97M-V/def2-TZVPD",
  "multiplicity": 2,
  "charge": -2,
  "energy_ha": -7883.52061,
  "lumo_ev": [3.95, 3.95],
  "e_above_lowest_kj_mol": 123.0,
  "homo_energy_ev": [-1.422, -2.923],
  "elements": ["Tl", "Cl", "C", "C", "C", "Cl", "C", "O", "C", "C", "O", "C", "H", "H", "H", "S", "C", "N", "C", "C", "C", "N", "H", "H", "H", "H", "H", "H", "H", "H", "C", "C", "C", "O", "C", "H", "H", "H", "H", "H", "H", "H", "H", "O", "Se", "O", "O", "O", "C", "C", "C", "C", "C", "C", "Ge", "C", "C", "C", "C", "C", "C", "C", "C", "C", "C", "C", "C", "H", "H", "H", "H", "H", "H", "H", "H", "H", "H", "H", "H", "H", "H", "H"],
  "xyz": [[0.878734, -1.445293, 0.360390], [-3.815452, -7.986658, 1.322079], [-3.073991, -6.399864, 1.289600], [-2.952938, -5.683304, 2.488375], [-2.402209, -4.436327, 2.464119], [-2.260193, -3.551139, 3.947963], [-1.906511, -3.775993, 1.264104], [-1.461117, -2.613429, 1.332684], [-2.032284, -4.596485, 0.067169], [-1.565413, -4.177292, -1.232083], [-0.908086, -3.204016, -1.547244], [-2.632418, -5.866127, 0.113818], [-3.295779, -6.114288, 3.418921], [-1.870294, -4.882758, -2.040915], [-2.733033, -6.426469, -0.809276], [1.644681, -2.020194, 3.506686], [3.232427, -1.454709, 3.494534], [3.581148, -0.161307, 3.423342], [4.992144, 0.157277, 3.599145], [5.830679, -0.767847, 2.727299], [5.601627, -2.188131, 3.220917], [4.238218, -2.343773, 3.739945], [3.157216, 0.428181, 2.681423], [5.245983, 0.015904, 4.657837], [5.127285, 1.200149, 3.323565], [6.891325, -0.511757, 2.763501], [5.470788, -0.663967, 1.703177], [6.301998, -2.436354, 4.026960], [5.762213, -2.893720, 2.400891], [3.895585, -3.286266, 3.811633], [-1.025801, 2.316766, 3.004946], [-2.365248, 1.551110, 2.918107], [-2.033005, 0.330846, 2.042400], [-0.866648, 0.699842, 1.311883], [-0.050603, 1.411568, 2.243413], [-0.693897, 2.478098, 4.030953], [-1.097035, 3.287610, 2.514629], [-3.136612, 2.167073, 2.451703], [-2.725383, 1.239795, 3.899397], [-2.812815, 0.073148, 1.327145], [-1.815465, -0.546257, 2.658334], [0.722158, 1.944008, 1.695682], [0.417015, 0.700075, 2.934685], [4.418177, 1.689413, -1.073180], [3.284974, 0.984657, -0.171883], [3.071084, 1.798047, 1.232236], [3.671604, -0.559813, 0.185392], [1.835816, 0.960176, -0.988127], [1.061962, 0.471892, -6.281894], [2.002295, 0.750999, -5.298890], [1.597118, 0.986637, -3.992056], [0.246020, 0.957349, -3.639979], [-0.685668, 0.676175, -4.639787], [-0.284798, 0.438356, -5.948132], [-0.305549, 1.188938, -1.714765], [-2.330568, 0.828143, -1.878223], [-2.710900, -0.512419, -1.960877], [-4.040158, -0.874751, -2.127085], [-5.021084, 0.106976, -2.195761], [-4.662124, 1.443621, -2.094392], [-3.326530, 1.799735, -1.938132], [-0.286970, 3.169322, -1.427069], [0.565436, 3.999094, -2.152037], [0.609746, 5.364556, -1.909630], [-0.193511, 5.929033, -0.927414], [-1.038508, 5.113298, -0.187384], [-1.075618, 3.747971, -0.433127], [1.377503, 0.268527, -7.299590], [3.057153, 0.768916, -5.549006], [2.334300, 1.176578, -3.219656], [-1.740523, 0.641410, -4.393431], [-1.025206, 0.215757, -6.709425], [-1.943881, -1.277630, -1.894041], [-4.315639, -1.921304, -2.198477], [-6.062028, -0.169392, -2.323508], [-5.425770, 2.213540, -2.141863], [-3.058088, 2.848602, -1.883776], [1.208765, 3.563511, -2.908201], [1.278003, 5.998332, -2.482205], [-0.150210, 6.994398, -0.731727], [-1.667931, 5.541242, 0.586060], [-1.727659, 3.112388, 0.157237]],
  "atomic_forces_ev_per_a": [[-0.024, 0.036, -0.150], [-0.056, -0.139, 0.014], [-0.043, -0.062, -0.086], [0.062, 0.125, -0.088], [-0.023, -0.172, 0.019], [-0.005, 0.073, 0.122], [-0.084, 0.051, 0.027], [0.045, -0.304, -0.366], [-0.013, 0.216, 0.498], [0.042, 0.029, -0.404], [0.059, -0.012, 0.184], [0.049, 0.091, 0.051], [-0.009, 0.016, 0.018], [0.013, -0.047, 0.023], [0.006, -0.012, 0.006], [-0.137, 0.095, -0.237], [-0.116, -0.281, 0.438], [0.371, 0.352, -0.647], [0.029, -0.061, -0.071], [-0.125, 0.031, 0.032], [0.114, 0.004, 0.028], [0.099, 0.228, -0.191], [-0.296, -0.106, 0.319], [0.047, 0.115, -0.037], [-0.020, 0.019, 0.010], [0.000, -0.042, 0.023], [-0.001, 0.028, -0.080], [-0.015, 0.006, -0.034], [-0.018, -0.040, 0.053], [-0.086, -0.041, 0.014], [0.019, -0.086, -0.087], [0.047, 0.025, -0.070], [-0.063, 0.024, 0.105], [0.000, 0.036, 0.066], [-0.046, 0.164, 0.135], [-0.017, 0.007, 0.010], [-0.007, 0.024, 0.011], [-0.004, -0.007, 0.022], [-0.041, 0.001, -0.010], [0.043, -0.034, -0.029], [-0.007, -0.032, -0.052], [0.093, -0.045, -0.066], [0.046, -0.036, -0.046], [0.298, 0.199, -0.503], [0.389, 0.567, 0.240], [-0.161, -0.128, 0.612], [-0.124, -0.703, 0.191], [-0.398, -0.164, -0.124], [0.007, -0.010, -0.014], [-0.027, 0.005, -0.071], [0.093, 0.030, 0.067], [0.070, -0.146, 0.485], [-0.042, 0.073, 0.055], [0.002, -0.002, -0.068], [-0.595, 0.548, -0.694], [0.556, -0.051, 0.148], [0.075, 0.016, 0.034], [-0.033, 0.000, -0.001], [-0.053, -0.023, 0.012], [-0.037, 0.035, -0.001], [0.027, 0.014, -0.057], [0.160, -0.485, 0.221], [-0.003, -0.066, -0.036], [0.004, 0.108, -0.018], [-0.005, -0.041, -0.002], [-0.040, 0.068, 0.038], [-0.020, -0.069, -0.028], [-0.004, 0.017, -0.001], [0.002, 0.014, 0.032], [0.018, -0.022, -0.032], [-0.011, -0.031, -0.018], [-0.010, 0.004, 0.017], [-0.128, -0.020, -0.016], [0.027, -0.007, 0.020], [0.003, 0.001, 0.012], [0.010, 0.000, -0.008], [-0.036, 0.012, 0.001], [0.019, 0.048, 0.001], [0.027, -0.043, -0.005], [-0.011, 0.003, -0.006], [0.023, -0.005, 0.014], [0.005, 0.017, 0.025]],
  "lowdin_spin": [0.052, 0.000, 0.000, 0.000, 0.000, 0.000, 0.000, 0.001, 0.000, 0.000, 0.001, 0.000, 0.000, 0.000, 0.000, 0.006, 0.001, 0.001, 0.000, 0.000, 0.000, 0.001, 0.000, 0.000, 0.000, 0.000, 0.000, 0.000, 0.000, 0.000, 0.000, 0.000, 0.001, 0.029, 0.002, 0.000, 0.000, 0.000, 0.000, 0.000, 0.000, 0.000, 0.000, 0.018, 0.013, 0.004, 0.008, 0.123, 0.010, -0.001, 0.011, 0.058, 0.017, 0.001, 0.387, 0.120, 0.017, 0.000, 0.006, 0.005, 0.021, 0.038, 0.013, 0.000, 0.011, -0.001, 0.010, 0.001, 0.000, 0.001, 0.002, 0.000, 0.005, 0.000, 0.000, 0.001, 0.002, 0.001, 0.000, 0.001, 0.000, 0.000]
}